Computed, not measured: C25H31FN2O8P2 in the gas phase at a distorted geometry, with ωB97M-V/def2-TZVPD.

Summary:
- HOMO-LUMO gap: 8.05 eV
- ΔE to the lowest compared entry with this formula, charge and spin: 0.0 kJ/mol
- LUMO energy: -1.259 eV
- E_HOMO: -0.342 Ha

Last column: natural (NBO) charge in e.
Geometry (Å):
C  0.74  -0.21  -1.94  -0.046
C  -3.47  -0.37  -1.34  -0.077
C  -3.77  -0.54  2.44  -0.851
C  -3.11  -0.54  1.08  -0.114
O  0.92  -1.61  -0.08  -0.525
H  -3.33  1.53  -2.93  0.350
H  3.32  -0.49  4.49  0.224
H  -4.33  -0.95  -3.19  0.217
H  1.20  0.07  2.06  0.203
C  5.10  -1.19  -2.01  -0.217
H  3.17  -1.98  -1.65  0.212
H  1.94  0.90  4.07  0.164
C  1.60  1.05  -4.27  -0.403
C  -1.24  -0.70  -0.44  -0.157
C  0.18  0.42  2.14  -0.391
C  -1.51  -0.54  -2.91  0.550
H  -1.05  1.25  3.75  0.253
C  -2.10  -0.54  -1.54  -0.098
C  3.09  0.03  -0.93  -0.416
C  -0.78  -0.80  2.05  -0.467
H  2.63  0.06  0.04  0.230
H  4.07  -1.77  -0.17  0.220
H  -0.37  0.69  -5.02  0.257
C  -0.13  -0.03  -3.01  -0.126
N  -4.26  1.17  -3.11  -0.824
H  -4.51  2.92  1.98  0.520
O  0.59  -0.42  4.97  -0.535
H  -5.64  1.18  4.51  0.518
O  -2.10  -0.93  -3.88  -0.501
C  -4.45  -0.15  -2.46  -0.252
C  2.07  0.23  -2.02  0.025
H  -3.18  -1.05  3.18  0.274
O  -4.19  2.03  1.76  -0.979
H  0.88  1.61  5.30  0.186
H  -0.18  -1.69  1.93  0.251
H  -4.71  -1.08  2.34  0.274
H  2.58  -1.92  3.84  0.238
F  -5.25  -0.24  0.21  -0.323
C  2.82  -1.42  4.77  -0.739
C  1.57  -1.16  5.55  0.802
H  2.50  3.17  -5.40  -0.089
H  3.47  -2.03  5.38  0.244
H  5.87  -1.81  -1.55  0.189
H  0.03  1.06  1.27  0.202
H  3.49  1.23  -3.27  0.215
H  3.89  -1.67  -3.62  0.355
C  2.48  0.87  -3.20  -0.180
O  1.36  1.69  -6.96  -1.070
H  3.49  1.25  -5.94  -0.096
C  -1.73  -0.69  0.88  0.151
H  -4.37  1.05  -4.11  0.365
H  5.43  -0.16  -2.02  0.159
H  0.22  2.31  3.15  0.207
C  0.94  0.88  4.49  -0.058
P  -4.18  1.11  3.04  2.356
O  1.38  -1.66  6.60  -0.542
O  -5.69  1.07  3.55  -0.987
C  0.30  0.58  -4.18  -0.142
H  -1.32  -0.86  2.98  0.220
P  2.21  1.84  -5.76  1.553
H  -5.46  -0.19  -2.07  0.204
C  -0.02  1.27  3.39  -0.434
N  4.87  -1.71  -3.36  -0.841
C  3.84  -1.31  -1.13  -0.397
H  5.42  -1.23  -4.05  0.358
O  -3.29  1.54  4.13  -1.115
H  3.81  0.85  -1.02  0.203
C  -3.94  -0.39  -0.03  0.498
C  0.21  -0.90  -0.74  0.547

=====

Computed, not measured: a gas-phase ion, C4H9N2O (charge +1) at a distorted geometry, with ωB97M-V/def2-TZVPD.

Summary:
- HOMO-LUMO gap: 11.50 eV
- ΔE to the lowest compared entry with this formula, charge and spin: 364.5 kJ/mol
- LUMO energy: -3.003 eV
- E_HOMO: -0.533 Ha
- Total charge: +1

Last column: natural (NBO) charge in e.
Geometry (Å):
H  -0.30  2.66  -0.24  0.260
O  -2.51  -0.68  -0.09  -0.679
C  1.35  -1.15  -0.10  0.115
C  -0.13  -0.77  0.34  -0.130
H  -0.48  -1.40  1.08  0.243
H  3.25  -0.93  -0.28  0.384
H  -0.99  0.70  1.54  0.466
N  -0.60  0.56  0.60  -0.350
C  0.20  1.67  0.01  -0.479
H  1.08  1.99  0.65  0.270
H  -1.14  0.23  -1.38  0.212
H  1.39  -2.23  -0.23  0.186
H  0.60  1.48  -1.01  0.254
C  -1.31  -0.21  -0.43  0.295
H  -2.78  -1.53  -0.33  0.521
N  2.37  -0.40  -0.12  -0.569

=====

Computed, not measured: a molecular structure, C24H40IrN2O2PS2Te at a distorted geometry, with ωB97M-V/def2-TZVPD.

Summary:
- HOMO-LUMO gap (spin up / spin down): 6.79 / 6.20 eV
- ΔE to the lowest compared entry with this formula, charge and spin: 154.0 kJ/mol
- Spin multiplicity: 2
- LUMO energy (spin up / spin down): -3.561 / -4.090 eV
- E_HOMO (spin up / spin down): -0.380 / -0.378 Ha
- Total charge: +1

Last column: Mulliken spin population.
Geometry (Å):
C  1.26  1.07  -0.45  -0.022
C  -3.92  4.06  -0.70  0.000
H  -0.21  3.35  0.05  0.000
O  -2.60  -3.05  1.07  0.002
H  -3.97  1.32  0.34  0.000
H  -3.56  -2.58  3.47  0.000
Ir  0.12  -1.55  -0.68  0.953
H  -3.54  -6.39  0.03  -0.001
H  -1.22  4.96  1.28  0.000
O  -3.62  -4.44  -0.68  0.004
C  -2.90  1.34  0.20  0.002
C  4.41  3.69  0.81  0.003
C  -3.67  3.80  1.78  0.000
H  -3.41  4.08  -1.67  0.000
H  -4.57  -7.36  -2.05  0.000
C  -2.24  0.15  -0.01  0.008
H  1.40  -3.07  1.58  -0.005
C  -2.91  3.86  0.44  0.000
H  3.58  -4.05  -2.67  0.000
C  3.87  0.62  -1.09  0.000
H  4.83  4.91  -1.62  0.000
C  3.53  -3.93  -1.59  0.002
H  3.08  -3.45  1.11  0.000
C  -0.81  2.46  0.04  0.001
H  -4.66  3.27  -0.73  0.000
C  -4.12  -6.36  -2.05  0.000
S  -1.02  -5.44  0.34  0.004
C  4.12  4.08  -1.65  0.001
P  -2.20  -3.99  -0.15  0.034
H  -4.15  4.76  1.97  0.000
C  -2.19  2.54  0.23  -0.005
H  6.61  3.43  -0.68  0.000
Te  1.47  -3.87  -0.99  -0.011
H  4.13  -3.07  -1.29  0.000
H  -0.93  -3.50  2.21  -0.002
C  2.04  -3.78  1.06  0.009
H  6.09  2.20  -1.82  0.000
H  3.90  -4.83  -1.09  0.000
H  1.83  3.07  -0.04  0.000
H  3.43  4.13  1.00  0.000
H  4.88  0.38  -1.37  -0.001
H  3.12  4.48  -1.49  0.000
H  -2.52  5.96  0.65  0.000
C  -1.95  5.05  0.47  0.000
H  -1.42  5.16  -0.47  0.000
S  -1.64  -2.73  -1.68  -0.008
C  2.17  2.09  -0.35  -0.027
H  -4.68  -5.73  -2.74  0.000
H  -3.09  -6.45  -2.42  0.000
H  4.16  3.64  -2.65  0.000
C  -4.14  -5.80  -0.66  0.002
C  -1.81  -2.85  2.26  -0.005
C  -0.21  1.24  -0.19  0.030
H  -5.15  -5.71  -0.26  0.001
H  1.94  -4.77  1.51  -0.001
C  3.52  1.89  -0.67  0.004
H  3.17  -1.38  -1.48  -0.001
H  5.15  4.49  0.89  0.000
H  -4.44  3.03  1.78  0.000
N  -0.92  0.10  -0.21  0.023
H  -2.98  3.59  2.61  0.000
H  -1.48  -1.81  2.25  0.006
H  -4.44  5.01  -0.57  0.000
H  4.61  2.96  1.60  0.000
C  -2.64  -3.17  3.47  0.000
H  6.24  1.81  -0.10  0.000
H  -2.90  -4.23  3.49  0.000
C  2.92  -0.39  -1.15  0.022
H  -2.76  -0.80  -0.04  -0.025
C  4.50  3.04  -0.58  0.002
C  5.94  2.58  -0.81  0.001
N  1.64  -0.18  -0.81  0.000
H  -2.08  -2.94  4.38  0.000

=====

> Which value of ΔE to the lowest compared entry with this formula, charge and spin does entry 3 give?

154.0 kJ/mol

=====

> Which of these has the highest ΔE to the lowest compared entry with this formula, charge and spin?

C4H9N2O

=====

> Among the records above, which one has the lowest ΔE to the lowest compared entry with this formula, charge and spin?

C25H31FN2O8P2